1.
Molecular formula: C56H130O39P6
Method: DFT, ωB97M-V with the def2-TZVPD basis set

Geometry as ORCA input:
```
! RIJCOSX wB97M-V def2-TZVPD def2/J DEFGRID3
* xyz 0 1
C 3.4829 -2.4629 4.6803
C 3.0479 -2.3854 6.2065
O 4.0324 -1.5682 6.7873
P 4.9977 -2.0303 8.0450
O 6.1770 -1.1701 8.4388
O 5.2514 -3.5770 7.6193
C 6.6447 -3.9374 7.3763
C 6.7779 -5.4099 7.6410
O 3.9183 -2.2125 9.2272
C 3.7440 -1.2248 10.2188
C 3.7388 -1.8382 11.5998
H 3.7084 -1.5110 4.1997
H 4.3276 -3.1509 4.6443
H 2.6178 -2.8543 4.1451
H 2.0653 -1.9208 6.2897
H 2.8916 -3.3766 6.6321
H 7.0107 -3.7755 6.3624
H 7.3399 -3.5165 8.1027
H 6.3984 -5.5697 8.6503
H 6.2943 -5.9466 6.8248
H 7.8007 -5.7561 7.7893
H 4.5890 -0.5367 10.1950
H 2.7534 -0.7894 10.0878
H 2.9742 -2.6144 11.5691
H 4.7267 -2.2737 11.7495
H 3.6373 -1.0861 12.3823
C -6.0018 10.8401 -0.2463
C -4.5210 10.5285 -0.1727
O -3.9045 11.0505 1.0298
P -3.3427 9.9340 2.1466
O -3.0524 10.5208 3.4514
O -4.3882 8.7070 2.1523
C -4.2321 7.5838 3.0121
C -3.4014 6.4491 2.4319
O -2.0715 9.3103 1.3478
C -0.9432 10.1092 1.0905
C 0.2707 9.2470 0.9919
H -6.4225 10.4150 0.6649
H -6.3342 11.8765 -0.1877
H -6.4299 10.2689 -1.0701
H -4.4254 9.4451 -0.2441
H -3.9553 10.8668 -1.0409
H -3.9282 7.8312 4.0292
H -5.1866 7.0941 3.2050
H -3.7528 6.0912 1.4642
H -2.3664 6.7891 2.3971
H -3.3468 5.5672 3.0701
H -0.9726 10.6251 0.1308
H -0.7859 10.7910 1.9263
H 0.3391 8.4765 1.7599
H 0.3287 8.7515 0.0227
H 1.1835 9.8311 1.1089
C -6.6115 4.0052 7.6324
C -6.5455 2.4952 7.3180
O -5.1797 2.1448 7.1344
P -4.5178 0.6696 7.3940
O -4.9356 0.0843 8.6981
O -5.1456 -0.1591 6.1007
C -4.7847 0.1572 4.7707
C -5.9170 -0.1160 3.8322
O -2.9303 0.8827 7.0504
C -2.0216 1.3179 8.1206
C -2.2293 2.8169 8.4016
H -7.6381 4.3609 7.7202
H -6.2182 4.3497 8.5888
H -6.2019 4.5898 6.8088
H -6.8931 1.8823 8.1496
H -7.0821 2.1817 6.4226
H -4.6788 1.2091 4.5054
H -3.8606 -0.4039 4.6322
H -5.6473 0.2990 2.8611
H -6.2305 -1.1515 3.7000
H -6.7833 0.4294 4.2068
H -2.1874 0.7946 9.0623
H -0.9706 1.1225 7.9076
H -1.4305 3.3110 8.9547
H -2.4145 3.3413 7.4641
H -3.1440 2.8504 8.9933
C 6.4775 7.5520 5.0033
C 6.6222 6.0276 5.1297
O 6.3460 5.4697 3.9044
P 6.0713 3.8066 3.6957
O 5.8038 3.4854 2.2851
O 7.3680 3.0688 4.2955
C 7.3855 1.6715 4.4746
C 8.2904 1.0502 3.4015
O 4.9610 3.3930 4.7847
C 3.5623 3.6740 4.6198
C 3.0289 4.8420 5.4157
H 5.5019 7.7318 4.5515
H 6.5874 8.1972 5.8749
H 7.1633 8.0496 4.3176
H 7.6251 5.7261 5.4321
H 5.9444 5.7854 5.9482
H 7.8785 1.4940 5.4304
H 6.3943 1.2227 4.5393
H 8.2548 -0.0392 3.4067
H 7.8738 1.2614 2.4167
H 9.3306 1.3757 3.4130
H 3.2573 3.8007 3.5810
H 3.0418 2.8063 5.0251
H 3.6544 5.7293 5.3175
H 2.0020 5.0491 5.1147
H 2.9189 4.6573 6.4843
C 1.0564 2.8486 -2.1886
C -0.1389 2.7498 -1.2382
O -1.1361 1.9323 -1.8198
P -1.2246 0.3859 -1.4061
O -1.2081 0.1122 0.0810
O 0.0432 -0.3011 -2.2736
C 0.4523 -1.6682 -2.1483
C 0.7807 -2.1659 -3.5784
O -2.5568 -0.1282 -2.1914
C -2.6862 0.0856 -3.5900
C -4.0896 -0.2933 -3.9708
H 0.8295 2.9414 -3.2506
H 1.6920 3.6871 -1.9036
H 1.6487 1.9353 -2.1325
H 0.1685 2.4130 -0.2482
H -0.4622 3.7356 -0.9039
H 1.3635 -1.6538 -1.5503
H -0.2892 -2.3542 -1.7389
H -0.0603 -2.3858 -4.2359
H 1.4064 -1.4694 -4.1366
H 1.3218 -3.1051 -3.4639
H -2.4819 1.1343 -3.8060
H -1.9330 -0.5750 -4.0195
H -4.7838 0.4254 -3.5353
H -4.1145 -0.2809 -5.0604
H -4.4114 -1.3014 -3.7094
C 3.7183 -7.9777 -5.7677
C 3.2483 -8.9979 -4.6967
O 2.1191 -8.5291 -4.0025
P 1.5283 -9.2273 -2.6511
O 0.3610 -8.6013 -1.9946
O 1.3808 -10.7771 -3.1085
C 0.9936 -11.7306 -2.2227
C -0.5140 -12.0769 -2.1954
O 2.9683 -9.3101 -1.7298
C 3.4230 -8.2807 -0.9122
C 3.2096 -8.6280 0.5800
H 4.2970 -7.1911 -5.2834
H 4.4471 -8.4502 -6.4263
H 2.9170 -7.4932 -6.3257
H 3.0941 -9.9614 -5.1826
H 4.0483 -9.2018 -3.9850
H 1.5666 -12.6558 -2.2830
H 1.3139 -11.4301 -1.2251
H -1.1153 -11.2758 -1.7655
H -0.9156 -12.2725 -3.1896
H -0.7079 -12.9845 -1.6238
H 4.4653 -8.0163 -1.0903
H 2.8709 -7.4095 -1.2647
H 3.9225 -9.3462 0.9851
H 3.3011 -7.8331 1.3202
H 2.2688 -9.1259 0.8148
C -6.7744 -2.8937 -9.6394
C -5.7087 -1.7936 -9.9283
O -6.3619 -0.5241 -10.0407
C -5.5988 0.5378 -10.0239
O -4.3631 0.6075 -10.2010
O -6.4567 1.5731 -9.7487
C -5.9399 2.8833 -9.7885
H -7.1613 -2.7685 -8.6281
H -6.2732 -3.8614 -9.6545
H -7.6182 -2.8442 -10.3277
H -5.4245 -1.9882 -10.9625
H -4.8778 -1.8427 -9.2246
H -5.0277 3.0626 -10.3576
H -5.7666 3.2453 -8.7751
H -6.6280 3.5354 -10.3264
C 9.4267 -5.2063 -3.4415
C 7.9352 -5.5146 -3.3749
O 7.1986 -4.3021 -3.2893
C 7.1968 -3.4928 -2.1841
O 7.5680 -3.7457 -1.0237
O 6.5869 -2.3882 -2.6064
C 6.3544 -1.2776 -1.7845
H 9.6930 -4.5953 -2.5790
H 9.7987 -4.8054 -4.3844
H 9.9761 -6.1442 -3.3602
H 7.7450 -6.1334 -2.4980
H 7.7037 -6.0840 -4.2751
H 5.8084 -0.4514 -2.2399
H 7.3034 -0.7656 -1.6254
H 5.9378 -1.5963 -0.8290
C -6.2975 -5.9944 -0.9064
C -5.6579 -6.3684 -2.2459
O -6.3034 -7.4283 -2.9215
C -7.2483 -7.1668 -3.8491
O -7.6599 -6.0585 -4.1592
O -7.6479 -8.3019 -4.3848
C -8.3697 -8.2978 -5.5957
H -6.5246 -6.7864 -0.1927
H -7.2411 -5.4732 -1.0676
H -5.6881 -5.2481 -0.3968
H -4.6850 -6.8078 -2.0261
H -5.5251 -5.5023 -2.8942
H -7.9039 -7.6460 -6.3348
H -9.3900 -7.9562 -5.4213
H -8.4672 -9.3303 -5.9313
C 0.3035 1.6030 -7.4762
C 0.7651 0.6094 -8.4416
O 2.1786 0.4252 -8.2574
C 2.6804 -0.8329 -8.2869
O 2.0608 -1.8572 -8.5226
O 4.0196 -0.7392 -8.0094
C 4.7441 -1.9218 -7.9620
H 0.5069 1.4448 -6.4171
H -0.7436 1.8628 -7.6315
H 0.8554 2.5192 -7.6867
H 0.5653 0.8485 -9.4861
H 0.2080 -0.3067 -8.2454
H 4.5048 -2.5038 -8.8519
H 4.3731 -2.3490 -7.0303
H 5.8128 -1.7193 -8.0315
C -2.2069 8.0424 -3.7206
C -2.8997 6.7601 -3.9763
O -3.9128 6.5671 -3.0518
C -4.7760 5.5964 -3.1967
O -5.0264 4.9118 -4.2004
O -5.3313 5.3984 -1.9962
C -6.3885 4.4520 -1.8216
H -2.8352 8.9302 -3.7921
H -1.3599 8.1025 -4.4041
H -1.7864 8.0032 -2.7158
H -2.2428 5.8973 -4.0866
H -3.4251 6.8803 -4.9237
H -6.8512 4.4483 -0.8347
H -6.0667 3.4223 -1.9775
H -7.2142 4.6663 -2.5001
*
```

Its electronic energy is -7194.677618 Ha. As for the SMILES: CCOP(=O)(OCC)OCC.CCOP(=O)(OCC)OCC.CCOP(=O)(OCC)OCC.CCOP(=O)(OCC)OCC.CCOP(=O)(OCC)OCC.CCOP(=O)(OCC)OCC.CCOC(=O)OC.CCOC(=O)OC.CCOC(=O)OC.CCOC(=O)OC.CCOC(=O)OC.

These are the Löwdin partial charges, in e, on atoms 1 to 5:
1. C -0.050
2. C -0.273
3. O -0.213
4. P 0.539
5. O -0.254


2.
Molecular formula: C56H131Ca2F12N11O26S4
Method: DFT, ωB97M-V with the def2-TZVPD basis set

Geometry as ORCA input:
```
! RIJCOSX wB97M-V def2-TZVPD def2/J DEFGRID3
* xyz 0 1
Ca 9.6973 4.0572 -4.8031
Ca 10.9177 6.9167 -1.3312
O 10.3678 4.7923 -2.5750
C 10.1047 4.0301 -1.4044
C 9.2660 4.5895 -0.1609
O 9.6905 5.8550 0.3771
H 11.0686 3.6763 -1.0385
H 9.5346 3.1660 -1.7455
H 9.1406 3.7864 0.5653
H 8.2488 4.7502 -0.5181
C 9.2351 9.0361 -5.0694
F 8.4767 9.2701 -6.1555
F 10.4753 8.6506 -5.3522
F 9.2570 10.0895 -4.3562
S 8.3262 7.7422 -3.9874
O 6.8949 7.9881 -4.0930
O 8.8665 6.5102 -4.6051
N 9.0908 7.9433 -2.4028
S 8.0625 8.8631 -1.6144
O 8.7337 9.2714 -0.4006
O 7.4207 9.9399 -2.3497
C 6.5793 7.6994 -1.1121
F 5.3495 8.1626 -1.4215
F 6.7630 6.5197 -1.7297
F 6.6710 7.5885 0.2168
C 11.7930 2.8361 -8.7953
F 12.6746 2.1336 -9.5429
F 12.1008 4.0913 -8.6880
F 10.6484 2.7140 -9.4511
S 11.4667 1.9969 -7.0538
O 10.1083 1.4988 -7.0348
O 12.4870 0.9609 -6.8525
N 11.5535 3.4062 -5.9717
S 13.0146 3.6709 -5.8674
O 13.4932 3.0515 -4.6247
O 13.8797 3.4262 -7.0317
C 13.1263 5.5880 -5.5274
F 14.3933 5.8371 -5.0795
F 12.9701 6.2402 -6.6914
F 12.2538 5.9639 -4.5743
C 10.1635 -0.0668 3.6549
O 10.0833 -0.4577 2.2928
C 9.4372 0.4639 1.4320
C 9.4535 0.0294 -0.0786
N 8.7830 -1.2601 -0.3548
C 7.3487 -1.1763 -0.6184
C 6.7496 -2.5654 -0.8091
O 6.7987 -2.8393 -2.1750
C 6.2498 -4.0578 -2.5215
H 10.5840 -0.8455 4.2912
H 9.3456 0.5193 4.0741
H 10.9246 0.7133 3.6339
H 9.9499 1.4255 1.4065
H 8.4442 0.7770 1.7546
H 10.4744 -0.0104 -0.4584
H 8.9313 0.7182 -0.7427
H 8.9551 -1.8737 0.4288
H 7.1866 -0.5407 -1.4889
H 6.9024 -0.7124 0.2612
H 5.7082 -2.6180 -0.4918
H 7.2544 -3.3038 -0.1862
H 6.9083 -4.8646 -2.1999
H 6.3072 -4.1256 -3.6078
H 5.2015 -4.3065 -2.3562
C 9.3639 5.5036 -7.9788
O 8.8009 4.8464 -6.8296
C 7.4432 4.5464 -7.0642
C 6.6713 4.1626 -5.8307
N 7.3928 3.4266 -4.8039
C 7.3920 2.0051 -5.1004
C 8.3906 1.2614 -4.1743
O 9.6426 1.9154 -4.1582
C 10.6363 1.1141 -3.5644
H 9.0087 6.5225 -8.1329
H 9.2284 4.9502 -8.9080
H 10.4429 5.6324 -7.8935
H 7.4468 3.8194 -7.8763
H 6.9870 5.4644 -7.4348
H 5.6969 3.7350 -6.0670
H 6.4351 5.1137 -5.3536
H 6.8010 3.4568 -3.9860
H 7.7993 1.7601 -6.0813
H 6.4104 1.5329 -5.0624
H 8.4924 0.2873 -4.6527
H 8.1035 1.1476 -3.1290
H 11.4578 1.7947 -3.3407
H 11.0696 0.3228 -4.1761
H 10.2725 0.5999 -2.6749
C 4.1800 0.7975 0.2277
O 5.1585 1.0272 -0.8354
C 5.9266 2.2269 -0.9593
C 5.0337 3.4341 -1.3202
N 4.8930 3.5459 -2.8077
C 3.9920 2.4849 -3.3638
C 2.5075 2.8527 -3.1649
O 2.2100 4.2269 -3.2037
C 0.8574 4.6811 -3.1644
H 3.7315 -0.1710 0.0067
H 3.4158 1.5509 0.4189
H 4.6152 0.6629 1.2179
H 6.6769 2.0798 -1.7362
H 6.6005 2.2172 -0.1026
H 5.5733 4.3449 -1.0607
H 4.0434 3.4315 -0.8649
H 4.2695 4.3321 -2.9226
H 4.2494 1.5298 -2.9060
H 4.0969 2.3157 -4.4355
H 2.1899 2.4417 -2.2067
H 1.8500 2.3427 -3.8689
H 0.8226 5.7592 -3.0080
H 0.1670 4.1287 -2.5269
H 0.4456 4.6604 -4.1734
C 6.7752 10.2790 2.9487
O 7.5649 9.3664 3.6934
C 7.9450 8.1454 3.0714
C 8.7170 7.2515 4.0622
N 9.0549 5.9401 3.4285
C 10.1929 5.3142 4.1548
C 10.5928 4.0274 3.4725
O 11.8458 3.5577 3.9230
C 11.9525 3.0282 5.2065
H 5.7838 9.8840 2.7266
H 7.2647 10.4976 1.9996
H 6.6851 11.1673 3.5738
H 8.5678 8.3528 2.2012
H 7.0192 7.6300 2.8157
H 8.2401 7.1005 5.0306
H 9.6568 7.7764 4.2338
H 9.2425 6.0011 2.4379
H 9.9457 5.1558 5.2045
H 11.0497 5.9833 4.0746
H 10.7227 4.2326 2.4099
H 9.9052 3.1887 3.5822
H 11.3262 2.1376 5.2578
H 11.7625 3.6726 6.0648
H 12.9325 2.5695 5.3380
C 13.5443 -0.7264 1.8680
O 14.7010 -0.2439 1.2335
C 14.4643 0.6036 0.1260
C 15.7633 0.8894 -0.6246
N 16.7876 1.5699 0.2279
C 18.0645 1.7886 -0.5174
C 19.1597 2.2627 0.5020
O 19.4825 1.2602 1.5034
C 20.3226 1.7512 2.5312
H 14.0160 -1.0043 2.8106
H 13.0918 -1.5659 1.3402
H 12.7674 -0.0061 2.1242
H 14.0635 1.5640 0.4500
H 13.7382 0.1447 -0.5451
H 15.5657 1.4237 -1.5539
H 16.2613 -0.0363 -0.9130
H 17.0119 1.0445 1.0608
H 17.8758 2.4874 -1.3324
H 18.4367 0.8556 -0.9406
H 18.7256 3.1606 0.9418
H 20.0559 2.5835 -0.0290
H 21.3182 1.9111 2.1174
H 20.4457 1.0476 3.3546
H 19.9427 2.6705 2.9771
C 13.1698 12.3284 0.1371
O 12.6778 11.1711 -0.4786
C 12.1207 11.3128 -1.7725
C 11.5017 9.9844 -2.2000
N 12.2828 8.8230 -1.8143
C 13.4595 8.6678 -2.6519
C 14.8500 8.9912 -1.9316
O 15.1875 7.9953 -0.9171
C 16.4393 8.0472 -0.3946
H 12.3674 12.9875 0.4685
H 13.8894 12.8885 -0.4600
H 13.7365 12.0232 1.0168
H 12.9558 11.6478 -2.3878
H 11.3748 12.1024 -1.6819
H 11.3025 10.0767 -3.2677
H 10.5344 9.9769 -1.6977
H 12.6215 9.0585 -0.8924
H 13.2810 9.0888 -3.6413
H 13.5133 7.6063 -2.8935
H 14.9221 10.0293 -1.6070
H 15.5491 8.7847 -2.7420
H 17.1675 8.2843 -1.1703
H 16.8422 7.0999 -0.0362
H 16.4194 8.7163 0.4656
C 16.8767 5.7287 -3.0806
O 15.4949 5.6116 -2.6824
C 15.2594 4.6420 -1.6023
C 13.7158 4.6331 -1.4168
N 13.2421 5.9411 -0.9459
C 13.1149 5.9312 0.5202
C 12.9239 7.2573 1.2623
O 11.8299 8.0892 0.7505
C 11.4788 9.1218 1.6121
H 17.6248 5.9294 -2.3137
H 16.9326 6.6920 -3.5876
H 17.2569 4.9542 -3.7466
H 15.8214 4.9066 -0.7066
H 15.6528 3.6862 -1.9484
H 13.4531 3.8552 -0.6999
H 13.2692 4.4707 -2.3978
H 14.0524 6.5252 -1.0954
H 13.8961 5.3970 1.0610
H 12.2261 5.3546 0.7765
H 13.8910 7.7560 1.1983
H 12.7796 7.0466 2.3220
H 12.3478 9.6690 1.9773
H 11.1291 8.7782 2.5856
H 10.7197 9.7563 1.1544
C 5.4859 4.5896 2.0967
C 5.9112 3.8312 3.3618
C 6.7398 2.5747 3.0042
O 7.1227 2.0085 4.2181
C 6.1854 1.0432 4.7384
N 6.5626 4.8042 4.2403
H 4.9484 3.8840 1.4632
H 6.3873 4.9038 1.5705
H 4.7435 5.3415 2.3646
H 5.0304 3.5565 3.9423
H 7.6143 2.8058 2.3960
H 6.1916 1.8840 2.3636
H 6.2133 0.1174 4.1638
H 5.1599 1.4095 4.6914
H 6.3637 0.6652 5.7451
H 6.8030 4.4515 5.1556
H 7.4344 5.1118 3.8333
C 10.1533 -4.3027 -3.9355
C 10.1508 -3.3970 -2.7222
C 11.6468 -3.0282 -2.2352
O 12.3031 -4.1506 -1.7900
C 13.6064 -3.9436 -1.3469
N 9.4438 -2.1983 -3.0954
H 10.8951 -5.0899 -3.8007
H 10.4765 -3.7124 -4.7930
H 9.2264 -4.8254 -4.1716
H 9.5903 -3.8676 -1.9144
H 11.5054 -2.3145 -1.4236
H 12.2249 -2.5337 -3.0159
H 13.9215 -4.9683 -1.1500
H 13.5552 -3.3715 -0.4205
H 14.3237 -3.4671 -2.0153
H 8.4633 -2.4019 -3.2273
H 9.4339 -1.5946 -2.2858
*
```

Its electronic energy is -8916.891299 Ha.

These are the Löwdin partial charges, in e, on atoms 1 to 5:
1. Ca 1.434
2. Ca 1.391
3. O -0.505
4. C -0.351
5. C -0.334